No. 1
Computed, not measured: C10H30FNa2O5S5 as an isolated structure in a non-equilibrium geometry, with ωB97M-V with the def2-TZVPD basis set.

Cartesian coordinates (Å):
H 20.91214 5.54816 -32.60791
H 21.64765 4.49090 -26.53179
C 22.16177 9.64651 -31.68491
O 23.43830 3.30191 -31.71479
H 25.62417 7.53999 -32.44860
F 23.36959 5.50634 -29.08125
H 28.10958 2.91778 -32.78098
H 19.40363 6.40872 -27.42238
H 19.08044 5.80029 -29.09806
O 28.18280 8.20803 -31.42954
C 25.63245 7.54972 -31.35939
H 20.26596 5.17886 -25.53405
O 20.27716 3.16146 -28.46705
H 21.56574 2.88484 -33.55190
C 22.19433 3.67797 -33.95119
C 27.07565 7.46964 -29.13865
H 23.00117 3.23142 -34.53210
H 21.60559 7.95908 -29.62057
H 26.28806 6.83945 -28.70968
Na 24.31634 5.30110 -27.02831
H 21.01895 4.37654 -31.22443
C 26.23153 3.82762 -29.83247
H 26.81906 8.51926 -28.96527
C 21.52950 5.14435 -31.80653
C 22.52872 8.45823 -29.32744
S 27.77520 3.17000 -30.47600
H 21.09481 9.43009 -31.77094
O 23.97960 10.51808 -29.99858
H 24.97872 6.79691 -30.91077
S 22.54330 10.13435 -29.99162
O 27.75455 1.73405 -30.13584
C 27.33190 3.40157 -32.19520
H 26.33082 3.01956 -32.39904
H 25.46900 3.07662 -30.05197
H 20.75610 5.91067 -28.45558
S 23.00754 4.46867 -32.56009
H 27.98370 7.30659 -28.55656
H 22.40466 10.52088 -32.28266
H 22.72672 8.75607 -31.95680
H 20.64695 3.47715 -25.50070
H 22.73143 8.46387 -28.26160
C 20.63568 4.35747 -26.14493
H 25.92288 4.72300 -30.36863
S 27.31587 7.16576 -30.88682
H 21.79393 5.96782 -31.14335
H 25.36645 8.55686 -31.02636
H 23.35073 7.97163 -29.84474
H 26.25095 4.00283 -28.75957
H 27.33962 4.47158 -32.40912
S 19.54261 4.06710 -27.53374
Na 22.67752 3.20484 -29.46431
H 21.67802 4.40307 -34.57508
C 19.70576 5.72279 -28.21396

Calculated values
electronic energy: -3190.342111 hartree
HOMO level: -10.94 eV
frontier orbital gap: 6.545 eV
charge: +1


No. 2
Computed, not measured: a 6-piece molecular cluster, C12H38BrN3O6 overall in a non-equilibrium geometry, with ωB97M-V with the def2-TZVPD basis set.

Cartesian coordinates (Å):
C 1.07786 0.05501 -3.29499
H -0.51718 -3.27524 -0.64523
H 2.06832 -5.17661 -2.69891
H 1.65125 -2.96887 3.01055
H 2.24028 1.85851 -2.94754
H -0.13133 1.66694 -2.99906
N -0.33151 0.20613 0.04424
N -0.15987 0.66567 -2.82582
H -0.49140 -4.12600 -2.90901
H -2.98922 4.07134 0.61742
H -2.84580 1.37010 2.01796
Br -3.41948 -0.58386 -0.51753
H -0.68434 -5.02481 -0.68805
H -1.36609 0.08030 -0.01310
H -2.38321 2.60805 -0.11849
C -2.37485 2.12320 2.65938
C -2.08893 3.45959 0.49671
C -1.51040 3.08576 1.85433
O 1.15665 -4.22575 0.00463
H -1.41409 4.01002 2.43623
H -4.66909 3.61644 2.08876
H 0.51881 3.22552 1.44357
H 3.18039 0.37979 -3.20735
H -0.37388 -2.20962 4.47267
H 1.20879 -2.76984 0.95170
H -0.98346 0.34450 -3.32381
H -1.39863 4.14501 -0.00709
H 3.11890 2.38151 -0.86919
H 0.83699 -0.02986 3.17740
C 0.94480 -1.02227 3.61471
C 0.42560 -4.20574 -2.31838
H 2.07001 -0.42311 -5.19725
H 1.50071 -5.12416 0.01265
N -0.16250 2.50446 1.65710
H 0.28229 -0.37226 -5.23524
H 0.14449 -0.62285 0.42474
C 0.01548 -4.20366 -0.86366
H 2.69371 -1.53567 2.60005
O -0.39182 -1.43394 3.90530
H -1.72682 1.60341 3.37760
C -4.60379 2.88282 2.89868
C 1.67004 -1.93897 2.64597
H -4.97296 1.90224 2.58456
H -0.00942 0.36640 -0.93093
H -0.28618 1.05742 0.67611
O 1.13190 -5.38348 -2.66227
H 4.34131 1.07618 -1.02403
C 3.32538 1.32057 -0.69263
H -5.30572 3.22606 3.66474
O 1.06436 -1.89787 1.36174
H 1.24636 1.12018 -5.21031
H 1.20907 -0.98488 -2.98788
C 2.27344 0.78139 -2.72936
O -3.32117 2.81212 3.46238
O 2.38041 0.49763 -1.34575
C 1.18013 0.09698 -4.83436
H 0.16927 2.10286 2.53278
H 1.02113 -3.30737 -2.51274
H 3.23793 1.11920 0.37381
H 1.52704 -0.97667 4.54149

Calculated values
ΔE to the lowest compared entry with this formula, charge and spin: 32.0 kJ/mol
electronic energy: -3669.690331 hartree
HOMO level: -7.19 eV
frontier orbital gap: 7.454 eV


Among the records above, which one has the lowest HOMO level?
C10H30FNa2O5S5